1.
The following is a DFT calculation (wB97M-V/def2-TZVPD) of C10H33FN9O6Tl as an isolated structure.

The charge is +2. Its multiplicity is 1. The HOMO energy comes out at -13.483 eV.

XYZ file:
```
60
C10H33FN9O6Tl | the Open Molecules 2025 dataset | wB97M-V/def2-TZVPD
Tl 4.00600 -2.59845 3.41441
F 0.17466 0.42971 2.26367
C -3.22636 0.21677 -3.37966
C -2.08320 1.14276 -3.76794
O -1.77563 1.91943 -2.66037
H -4.15290 0.78105 -3.27388
H -3.11774 -0.29856 -2.42534
H -3.37805 -0.61041 -4.07311
H -2.20502 1.65263 -4.72361
H -1.19665 0.52712 -3.92001
H -1.48467 1.32225 -1.96731
C -2.07632 -2.88754 7.17237
O -0.89339 -2.76612 7.20866
N -2.93005 -3.52315 8.02597
N -2.70744 -2.18986 6.31054
H -2.61195 -3.80278 8.94288
H -3.90077 -3.27902 7.89099
H -2.10410 -1.78608 5.60837
H -3.63931 -2.48814 6.06006
C -0.49079 -4.89145 -2.16528
O 0.30254 -4.39715 -1.37989
N -0.07714 -5.15554 -3.36964
N -1.65940 -5.43644 -1.94666
H 0.78269 -4.71539 -3.66474
H -0.58564 -5.68631 -4.06231
H -2.25892 -5.88062 -2.62737
H -1.72119 -5.61794 -0.95502
C -5.77616 4.04105 2.25343
O -6.91029 4.31830 2.59208
N -5.23366 2.90569 2.51189
N -5.13082 4.74684 1.33514
H -5.84105 2.22979 2.95270
H -4.37041 2.57581 2.10437
H -5.55135 5.60471 1.00756
H -4.27295 4.34108 0.98945
C 1.17559 4.85269 6.09557
O 1.30216 5.53829 7.11557
N 1.97274 4.82474 5.12152
N 0.22676 3.94787 5.99422
H 2.77007 5.43879 5.20698
H 1.79630 4.29584 4.27936
H 0.26132 3.25312 5.26194
H -0.34316 3.97755 6.82754
C 4.47796 1.52046 -3.02182
C 4.30472 -0.00030 -3.34806
C 4.42345 -0.29946 -4.87668
O 4.42857 -1.72335 -5.08646
C 4.61676 -2.15057 -6.37367
N 5.33764 -0.82140 -2.65906
H 3.98186 1.78226 -2.08724
H 3.96961 2.05343 -3.82531
H 5.49666 1.86171 -2.83761
H 3.31221 -0.28256 -2.99686
H 5.45671 -0.08426 -5.14903
H 3.68923 0.09424 -5.57954
H 5.67113 -2.19297 -6.64681
H 4.03136 -1.56034 -7.07869
H 4.29174 -3.18895 -6.43868
H 5.19583 -1.47863 -3.41273
H 6.25021 -0.40221 -2.76683
```


2.
The following is a DFT calculation (wB97M-V/def2-TZVPD) of C10H34F3GaN17O12S as an isolated structure.

The charge is -1. Its multiplicity is 1. For the energy above the lowest of the compared OMol25 structures with the same formula, charge and spin, the calculation gives 33.4 kcal/mol. The HOMO energy comes out at -6.798 eV.

XYZ file:
```
78
C10H34F3GaN17O12S | the Open Molecules 2025 dataset | wB97M-V/def2-TZVPD
O -1.24879 1.99944 2.54533
C -0.88946 1.05781 1.82782
F -0.58632 1.31696 0.43800
N -0.78339 -0.35441 2.25261
Ga 1.06371 -0.99179 2.29234
S 2.49923 0.77285 1.86803
O 2.10907 2.07360 2.53596
O 2.54624 0.98631 0.35979
F 4.08093 0.41947 2.41018
C -1.60321 -1.08083 1.24739
O -1.14375 -1.68382 0.25584
F -3.01968 -0.99094 1.47864
H 1.27431 -2.14526 1.18249
H 1.38384 -1.69955 3.71469
C -3.92558 -4.40827 1.10693
O -3.40440 -3.98544 2.12607
N -4.86281 -5.39045 1.11683
N -3.61335 -3.93355 -0.12668
H -5.30197 -5.75029 0.28905
H -5.12530 -5.77329 2.01908
H -2.91960 -3.20166 -0.17655
H -4.03027 -4.26805 -0.97584
C 1.86587 5.86704 0.58126
O 2.14732 7.04724 0.40077
N 2.32675 5.15692 1.63228
N 1.06421 5.17020 -0.26240
H 2.10453 4.18775 1.79300
H 2.92647 5.63600 2.28461
H 0.69906 5.66596 -1.06028
H 0.81993 4.20191 -0.13515
C -4.96398 -8.44588 2.85214
O -5.33287 -7.31237 3.11993
N -4.92219 -9.43740 3.77533
N -4.56411 -8.81012 1.60933
H -4.62240 -10.37424 3.57652
H -5.21164 -9.20495 4.71148
H -4.58003 -8.09956 0.89554
H -4.25741 -9.73500 1.36912
C -1.32489 6.42350 3.40345
O -0.62873 6.56533 4.39696
N -0.84198 5.93919 2.23398
N -2.64545 6.73949 3.38467
H -1.39795 5.81578 1.40799
H 0.13599 5.69204 2.20768
H -3.04219 7.10269 4.23548
H -3.23501 6.63063 2.57996
C 0.90766 -4.06807 -2.14106
O 1.62013 -3.94301 -1.15518
N 1.36864 -4.56286 -3.31813
N -0.40420 -3.72518 -2.14626
H 0.80075 -4.67382 -4.13796
H 2.34180 -4.83119 -3.35661
H -0.78695 -3.35262 -1.28946
H -1.00316 -3.82165 -2.94552
C 0.22561 8.49846 -3.40184
O -0.58180 8.70900 -4.29408
N 1.52152 8.88779 -3.48014
N -0.10180 7.85656 -2.25321
H 2.19962 8.72352 -2.75668
H 1.80667 9.36814 -4.31777
H -1.05621 7.55088 -2.15491
H 0.54996 7.67481 -1.50637
C 4.17495 4.64928 -3.68526
O 5.03324 4.18344 -4.42054
N 3.50870 5.79484 -3.97300
N 3.81314 4.06478 -2.51870
H 2.80189 6.19352 -3.38191
H 3.74771 6.26182 -4.83210
H 4.28546 3.21130 -2.26676
H 3.10964 4.43307 -1.90191
C 3.28454 -7.20419 -1.62821
O 3.63779 -6.95912 -2.77619
N 3.83867 -8.20105 -0.89013
N 2.31536 -6.50460 -0.99937
H 3.56486 -8.41813 0.05041
H 4.56548 -8.74481 -1.32552
H 1.87992 -5.75331 -1.51661
H 2.01169 -6.68860 -0.06071
```


3.
The following is a DFT calculation (wB97M-V/def2-TZVPD) of a 6-piece molecular cluster, C10H34FN13O7S overall.

The charge is 0. Its multiplicity is 1. For the energy above the lowest of the compared OMol25 structures with the same formula, charge and spin, the calculation gives 55.5 kcal/mol. The structure (SMILES) is NCCCCCN(N)S(=O)(=O)F.NC(N)=O.NC(N)=O.NC(N)=O.NC(N)=O.NC(N)=O. The HOMO energy comes out at -8.694 eV.

XYZ file:
```
66
C10H34FN13O7S | the Open Molecules 2025 dataset | wB97M-V/def2-TZVPD
N -1.08423 -2.18272 0.88146
C -1.36919 -1.74340 -0.49577
C -0.43488 -2.41539 -1.58236
C 0.73477 -1.49698 -2.08484
C 0.44776 -0.83761 -3.50025
C -0.86997 0.00818 -3.52081
N -1.69700 -0.18455 -4.75243
N -1.88794 -1.57182 -5.07189
S -3.28602 0.39032 -4.34168
O -4.16074 -0.72419 -3.83022
O -3.25751 1.52523 -3.40853
F -3.96867 0.84827 -5.76666
H -0.26774 -1.67700 1.23463
H -1.88949 -1.91043 1.44186
H -2.43068 -1.87983 -0.80937
H -1.17803 -0.63028 -0.57322
H -1.07449 -2.72976 -2.44558
H -0.02005 -3.34944 -1.12913
H 1.62373 -2.16006 -2.23943
H 1.04925 -0.70976 -1.35976
H 1.34291 -0.19477 -3.70446
H 0.49181 -1.66272 -4.24501
H -1.47099 -0.14003 -2.59529
H -0.56357 1.08545 -3.51531
H -2.65525 -1.61245 -5.75377
H -1.07247 -1.83803 -5.63718
N 0.25306 -0.94796 5.29641
C 0.60404 -1.70462 4.22105
N 0.87642 -3.00883 4.49809
O 0.67040 -1.24734 3.08898
H 0.19212 -1.30208 6.23289
H 0.04537 0.02050 5.12796
H 1.13770 -3.59600 3.72639
H 0.82819 -3.40601 5.41695
N 3.77523 2.60188 6.72773
C 2.96259 1.52283 6.87640
N 3.14050 0.53261 5.95726
O 2.12902 1.44187 7.77083
H 4.46247 2.68576 6.00359
H 3.67104 3.35513 7.39187
H 2.55352 -0.27711 6.04042
H 3.81292 0.57230 5.21540
N 4.37577 4.76113 11.05157
C 4.73988 4.00874 9.97825
N 5.01689 2.70703 10.25387
O 4.81212 4.47025 8.84636
H 4.30943 4.40490 11.98562
H 4.16360 5.72741 10.88264
H 5.28669 2.12299 9.48287
H 4.96335 2.30738 11.17094
N -6.74739 -0.49052 -5.52311
C -7.35098 -1.34271 -6.39414
N -8.54362 -0.90825 -6.89392
O -6.86233 -2.41839 -6.70768
H -7.13265 0.39511 -5.25639
H -5.85863 -0.76523 -5.13433
H -9.01654 -1.51273 -7.54014
H -8.96338 -0.03145 -6.65202
N 1.52038 0.99981 -6.31378
C 2.58841 0.37929 -6.88743
N 3.63432 1.19629 -7.19318
O 2.60521 -0.82145 -7.10987
H 1.48128 1.98250 -6.12039
H 0.73275 0.42470 -6.07645
H 4.43830 0.77094 -7.61729
H 3.64123 2.18308 -7.01927
```


It is found that the max |F| values, taken in the order of the records, are 6.257 5.723 4.939 eV Å⁻¹.
It is found that the orbital gap values, taken in the order of the records, are 1.44 8.42 9.05 eV.
It is found that the total energy values, taken in the order of the records, are -1616.51527 -4858.14485 -2138.09624 Ha.